Entry 1:
The following is a quantum chemistry calculation of a cluster of 4 separate species, C17H45N3O6 in total in a non-equilibrium geometry, from OMol25.

```
71
Properties=species:S:1:pos:R:3:forces:R:3:lowdin_charge:R:1
C 2.318489 -3.187723 -1.971479 -0.47 -0.93 -0.71 -0.115
O 2.207178 -2.290568 -3.047176 0.23 0.38 0.04 -0.181
C 1.959015 -0.965640 -2.629910 -0.26 0.10 -0.33 -0.220
C 1.572224 -0.120680 -3.848828 -0.04 0.13 0.55 -0.429
C 2.554412 -0.252704 -5.003732 -0.19 -0.95 -0.08 -0.058
N 1.442316 1.288662 -3.448789 -0.14 -0.04 -0.28 0.044
H 1.309214 -3.454774 -1.627324 0.12 0.29 0.46 0.088
H 2.963832 -2.842351 -1.165931 -0.07 0.17 0.07 0.079
H 2.705359 -4.118697 -2.396595 0.23 0.13 0.12 0.090
H 1.106162 -0.933128 -1.933394 0.18 -0.07 0.13 0.119
H 2.833069 -0.534299 -2.120006 0.03 -0.07 -0.05 0.134
H 0.575520 -0.476927 -4.131462 0.10 0.02 -0.31 0.130
H 2.329949 -1.142821 -5.600263 -0.16 0.14 0.04 0.078
H 3.564398 -0.460417 -4.641978 0.08 0.55 0.04 0.083
H 2.496189 0.605830 -5.669211 0.18 0.11 0.05 0.075
H 1.327952 1.398909 -2.449875 0.11 0.03 0.04 0.042
H 2.237771 1.825627 -3.764860 0.07 0.02 0.21 0.065
C 0.351243 -2.628969 6.891637 -0.09 -0.11 0.15 -0.106
O -0.309329 -3.088817 5.725821 0.51 0.02 0.04 -0.201
C -0.842317 -2.059398 4.911288 -0.71 -0.10 0.54 -0.234
C -1.237158 -2.658881 3.580076 0.22 -0.08 -0.53 -0.199
N -0.274553 -2.333117 2.519534 -0.27 -0.28 0.14 -0.051
C 1.026897 -2.929463 2.758734 0.41 -0.13 0.23 -0.235
C 1.881983 -2.900885 1.510875 0.26 0.04 -0.60 -0.227
O 2.050088 -1.618052 0.931362 -0.20 -0.02 0.12 -0.207
C 2.569072 -0.679931 1.838006 0.66 0.19 0.13 -0.114
H -0.098826 -3.091946 7.773965 -0.05 0.04 -0.05 0.084
H 0.283877 -1.544058 7.003977 -0.01 -0.01 -0.03 0.083
H 1.405930 -2.915558 6.875676 0.00 0.04 -0.13 0.084
H -0.141167 -1.227837 4.800285 0.09 -0.03 -0.16 0.118
H -1.742393 -1.673786 5.412853 0.10 0.15 -0.06 0.123
H -2.221549 -2.308127 3.269605 0.06 0.17 0.00 0.114
H -1.324473 -3.746438 3.718276 0.00 0.02 0.14 0.121
H -0.633257 -2.707204 1.646582 0.00 0.15 -0.04 0.112
H 0.985787 -3.972102 3.118406 -0.15 0.01 -0.14 0.129
H 1.536313 -2.389194 3.563211 -0.08 0.03 -0.02 0.107
H 1.433838 -3.502669 0.714115 -0.14 0.00 0.14 0.107
H 2.879813 -3.332778 1.681497 -0.12 -0.03 0.35 0.128
H 2.842723 0.214320 1.279644 -0.28 0.03 -0.04 0.085
H 3.501027 -1.040946 2.307898 -0.17 -0.12 -0.04 0.095
H 1.866257 -0.426369 2.635286 -0.12 0.08 -0.11 0.078
C 1.410615 3.500188 1.687244 -0.26 -0.37 0.01 -0.106
O 0.934633 2.488466 0.823798 0.45 0.28 0.00 -0.211
C -0.459459 2.335750 0.828384 -0.54 -0.58 -0.26 -0.236
C -0.832711 1.743324 -0.533728 0.35 -0.19 1.01 -0.209
N -2.278095 1.690816 -0.732653 0.21 -0.19 -0.41 -0.037
C -2.620907 1.665247 -2.149697 0.19 0.19 -0.35 -0.221
C -4.049035 1.242920 -2.338143 -0.20 -0.03 0.19 -0.236
O -4.199092 -0.059745 -1.804836 0.00 -0.09 0.03 -0.199
C -5.548252 -0.435802 -1.669110 -0.04 -0.18 0.25 -0.116
H 2.493663 3.501348 1.603446 0.04 0.13 -0.02 0.085
H 1.136586 3.288639 2.727875 0.01 0.06 0.01 0.088
H 0.994304 4.470111 1.398478 0.11 0.09 0.05 0.085
H -1.001728 3.271529 1.006683 0.15 0.09 -0.07 0.119
H -0.752356 1.605616 1.598810 -0.04 0.27 0.16 0.125
H -0.378419 0.740697 -0.517006 -0.01 0.03 -0.41 0.120
H -0.299529 2.333373 -1.277835 -0.39 0.07 -0.26 0.084
H -2.608999 0.792475 -0.393091 0.00 0.15 0.29 0.105
H -1.969696 0.996467 -2.735754 -0.02 -0.03 0.09 0.125
H -2.506957 2.660664 -2.589655 0.05 0.01 0.11 0.106
H -4.306592 1.255720 -3.403676 -0.08 0.00 0.01 0.127
H -4.715950 1.925271 -1.793768 0.02 0.06 -0.09 0.126
H -6.081187 0.204627 -0.954003 0.05 0.15 -0.16 0.089
H -5.574727 -1.445017 -1.256447 0.08 -0.01 -0.18 0.087
H -6.063968 -0.419781 -2.633924 -0.07 0.00 0.00 0.088
C -0.353135 4.792736 -2.612841 -0.34 -0.16 -0.19 -0.167
O 0.194063 6.023269 -3.066091 0.00 -0.20 0.08 -0.112
H 0.338766 3.987573 -2.853040 0.20 0.13 0.11 0.063
H -0.565303 4.803363 -1.540199 0.16 -0.05 0.03 0.076
H -1.285694 4.532254 -3.130731 0.02 0.22 0.00 0.068
H -0.343713 6.731810 -2.706287 -0.02 0.08 -0.04 0.071
```
Positions in Å, forces in eV/Å.

Summary:
Frontier orbital gap in eV: 9.60
Maximum force in eV Å⁻¹: 1.26
HOMO in eV: -8.9101
SMILES: COC[C@H](C)N.COCCNCCOC.COCCNCCOC.CO

Entry 2:
The following is a quantum chemistry calculation of a cluster of 2 separate species, C5H16N4 in total in a non-equilibrium geometry, from OMol25.

```
25
Properties=species:S:1:pos:R:3:forces:R:3:lowdin_charge:R:1
C 0.275076 -4.476451 -0.700568 -2.42 3.80 -0.36 -0.109
C -2.709268 -2.956758 -1.481007 1.26 -4.78 -1.04 -0.046
C -2.357157 -2.920859 1.027820 0.36 1.83 0.94 -0.043
C -1.104231 -1.201117 -0.548487 -2.34 -0.96 1.32 -0.201
C -1.805932 -2.643427 -0.357362 1.50 1.54 0.66 -0.426
N 1.127363 -5.296273 -1.165485 0.12 -0.96 0.10 0.233
N -0.491809 -3.660775 -0.392788 -0.47 -0.14 -0.54 0.294
N -0.226954 -0.957341 0.585756 -1.71 0.03 -0.30 0.016
N 3.975807 8.413802 0.793540 2.80 -6.19 0.94 0.368
H -2.220606 -3.041963 -2.485475 -0.49 0.91 0.79 0.112
H -3.083783 -4.041024 -1.349686 0.39 1.49 -0.03 0.128
H -3.572744 -2.393406 -1.407597 -1.57 1.58 -0.24 0.076
H -3.157170 -2.253983 1.476549 1.01 -0.25 -1.18 0.131
H -2.777686 -3.867792 1.037983 -0.79 -2.00 0.01 0.057
H -1.518458 -2.912969 1.726037 -0.17 0.13 0.04 0.082
H -1.929904 -0.423977 -0.510752 0.60 -1.15 -0.39 0.145
H -0.733711 -1.250716 -1.582934 0.62 0.51 0.55 0.118
H 1.221289 -5.975728 -0.472621 0.98 -2.22 0.78 0.125
H 3.812942 8.039146 1.753811 0.14 0.65 -0.70 0.195
H 1.925896 -5.078263 -1.719036 0.40 0.49 -0.43 0.151
H -0.565318 -0.214881 1.222666 0.87 -0.64 -0.95 0.108
H 0.681082 -0.900903 0.237361 1.82 0.71 0.25 0.046
H 4.690500 7.759760 0.285676 -1.42 1.13 1.21 0.229
H 3.191650 8.390079 0.255535 -3.36 -0.11 -1.82 0.111
H 4.358856 9.264611 0.735763 1.87 4.60 0.38 0.097
```
Positions in Å, forces in eV/Å.

Summary:
Frontier orbital gap in eV: 8.38
Maximum force in eV Å⁻¹: 6.85
HOMO in eV: -14.3229
Total charge: +2
Relative energy (zero: lowest compared OMol25 entry of this formula, charge and spin) in kcal per mole: 8.0

Entry 3:
The following is a quantum chemistry calculation of a cluster of 8 separate species, C20H48N7O10S in total in a non-equilibrium geometry, from OMol25.

```
86
Properties=species:S:1:pos:R:3:forces:R:3:lowdin_charge:R:1
N -0.173235 0.173743 0.508369 -0.88 0.36 0.19 -0.536
O -1.178837 0.297877 1.248764 0.80 -0.37 -0.13 -0.040
O 0.461813 1.179678 0.149641 0.17 0.04 -0.02 -0.036
O 0.165382 -0.954850 0.093360 0.12 -0.14 -0.09 -0.060
C 0.138907 4.867209 1.593637 0.77 -0.21 -0.26 0.006
C 1.660720 4.771247 1.436350 -0.09 0.50 0.25 -0.545
O 2.380435 5.720860 1.732439 -0.01 -0.33 -0.30 0.012
N 2.130286 3.582226 1.003231 -0.23 -0.59 -0.10 0.009
C 3.506017 3.271159 0.657695 -0.29 1.07 -0.02 -0.066
H 0.003859 5.592132 2.390447 -0.39 -0.19 0.13 0.081
H -0.287320 3.880777 1.782421 -0.13 0.13 0.31 0.075
H -0.340462 5.247277 0.688932 0.15 0.14 -0.03 0.061
H 1.459979 2.854722 0.797237 -0.12 -0.02 0.07 0.075
H 3.712232 2.228400 0.872798 0.05 -0.06 -0.14 0.076
H 4.178677 3.920110 1.216990 -0.06 -0.10 0.18 0.078
H 3.656499 3.530257 -0.394556 0.25 -0.41 -0.07 0.079
C -3.790073 -0.361998 -0.911575 0.53 0.49 -0.49 0.000
C -4.052161 1.133632 -0.807721 -0.60 0.31 0.28 -0.563
O -4.920443 1.656798 -1.502629 0.30 0.09 -0.14 -0.001
N -3.313920 1.796166 0.099357 0.54 -0.80 0.40 0.018
C -3.230086 3.221160 0.331777 -0.34 -0.30 0.06 -0.054
H -2.787065 -0.642890 -0.590311 -0.04 0.03 0.26 0.050
H -3.844965 -0.541232 -1.986769 -0.29 -0.42 0.13 0.080
H -4.527529 -0.931759 -0.353960 -0.13 -0.04 -0.13 0.083
H -2.701573 1.222360 0.678939 0.02 0.25 -0.40 0.083
H -4.072388 3.720264 -0.141365 0.07 0.06 0.01 0.087
H -2.298440 3.614566 -0.063458 -0.09 0.16 -0.02 0.034
H -3.249121 3.378772 1.411424 -0.08 0.20 -0.05 0.088
C 5.646314 -1.661175 -3.362814 -1.07 0.24 -0.08 0.001
C 4.390550 -1.442156 -2.509528 1.23 -0.65 0.73 -0.537
O 4.014527 -2.314392 -1.740326 0.12 0.64 0.03 0.019
N 3.897213 -0.194717 -2.536795 -0.30 0.86 -0.42 0.017
C 2.775932 0.300219 -1.757125 -0.51 -0.22 -0.33 -0.063
H 5.341806 -1.720755 -4.410638 0.23 -0.09 -0.03 0.080
H 6.086326 -2.594537 -3.033395 0.16 0.01 -0.11 0.077
H 6.309775 -0.810481 -3.226039 0.21 -0.10 -0.07 0.073
H 4.114652 0.360691 -3.346718 0.28 -0.06 0.04 0.129
H 2.586710 1.331691 -2.052751 0.14 0.04 0.09 0.077
H 2.948664 0.273839 -0.685722 0.08 -0.17 -0.01 0.080
H 1.869873 -0.258595 -1.994769 0.08 -0.01 0.33 0.054
C 1.643265 -3.612232 -2.233916 -0.84 0.56 0.18 0.003
C 1.019863 -2.774553 -3.336692 0.22 -0.68 -0.80 -0.546
O 1.235543 -2.975731 -4.530164 0.13 0.05 0.21 0.014
N 0.220036 -1.769986 -2.939832 -0.60 0.40 0.98 -0.002
C -0.261934 -0.717299 -3.801435 0.76 0.52 0.20 -0.070
H 1.188430 -4.596100 -2.138412 0.08 -0.16 -0.47 0.086
H 1.436774 -3.115128 -1.284082 0.38 -0.02 0.09 0.059
H 2.714414 -3.623962 -2.410357 -0.30 -0.46 0.11 0.057
H 0.112526 -1.608472 -1.947731 0.11 -0.01 0.03 0.078
H -0.746423 -1.113967 -4.686833 -0.09 0.11 -0.04 0.084
H 0.576766 -0.060521 -4.073301 0.03 -0.28 -0.50 0.078
H -0.883803 -0.027059 -3.229963 -0.48 -0.46 0.00 0.074
C -1.490182 -2.173792 7.714268 -0.51 -1.16 -0.03 -0.012
C -1.832896 -1.601366 6.360850 -0.08 0.25 0.35 -0.576
O -2.699026 -0.752733 6.251398 -0.10 0.08 -0.19 0.041
N -1.133069 -2.081164 5.316085 0.27 0.12 -0.65 0.013
C -1.265082 -1.576230 3.959865 -0.24 -0.09 -0.53 -0.067
H -2.399828 -2.624256 8.123253 -0.16 0.47 0.03 0.082
H -1.150491 -1.400289 8.393826 0.20 -0.04 0.00 0.080
H -0.844686 -3.054378 7.653807 0.54 0.45 0.04 0.069
H -0.348955 -2.688003 5.460954 -0.07 -0.11 0.34 0.119
H -2.108397 -2.011013 3.419095 -0.07 -0.14 0.20 0.089
H -0.373521 -1.859039 3.404639 0.06 0.12 0.00 0.068
H -1.401273 -0.499989 3.886890 0.16 0.05 0.36 0.079
C 0.950573 -4.273211 2.250586 -0.29 0.40 0.26 -0.006
C -0.345258 -4.603200 1.544242 0.43 -0.43 -0.34 -0.569
O -0.886953 -5.682061 1.750003 -0.33 0.16 -0.04 0.017
N -0.781937 -3.701245 0.645066 -0.01 0.56 -0.51 0.021
C -1.923338 -3.935288 -0.210185 -0.46 -0.63 0.26 -0.070
H 0.743405 -4.290841 3.322351 0.07 0.04 0.01 0.069
H 1.343616 -3.294114 1.973360 0.12 -0.09 -0.01 0.072
H 1.670804 -5.063536 2.056029 0.05 0.03 -0.14 0.082
H -0.282701 -2.839703 0.452910 0.03 -0.05 0.54 0.071
H -1.900987 -4.978504 -0.534983 -0.14 0.08 -0.05 0.084
H -1.940382 -3.287856 -1.083775 0.41 0.12 0.05 0.071
H -2.867420 -3.764316 0.315703 0.04 -0.10 0.07 0.083
C -2.278580 4.132934 -3.715325 0.19 -0.09 -0.29 -0.256
S -1.098212 4.994297 -2.621279 -1.25 -0.84 0.51 0.847
O -1.995415 5.468245 -1.515182 0.68 0.29 -0.22 -0.576
C -0.311890 3.466651 -1.983425 0.51 -0.44 -0.07 -0.259
H -3.095174 4.785109 -4.022057 0.33 0.43 0.09 0.051
H -2.753471 3.317718 -3.169094 0.24 -0.08 0.10 0.044
H -1.750203 3.782776 -4.604912 -0.05 -0.16 0.06 0.048
H -0.904141 2.563595 -2.135079 -0.33 0.24 0.06 0.040
H -0.137275 3.576123 -0.913515 -0.19 0.26 -0.07 0.013
H 0.667359 3.245399 -2.418496 -0.07 0.41 -0.24 0.045
```
Positions in Å, forces in eV/Å.

Summary:
Frontier orbital gap in eV: 8.94
Maximum force in eV Å⁻¹: 1.59
HOMO in eV: -6.8698
Total charge: -1

Entry 4:
The following is a quantum chemistry calculation of a cluster of 8 separate species, C5H25N2O8 in total in a non-equilibrium geometry, from OMol25.

```
40
Properties=species:S:1:pos:R:3:forces:R:3:lowdin_charge:R:1
O 3.944056 2.205637 0.979421 3.16 0.11 -0.04 0.087
C 2.866592 2.557608 1.281561 -1.79 -0.95 -0.84 -0.217
C 1.717853 1.682651 0.748402 -0.86 3.19 -0.43 -0.395
C 2.110784 0.336562 0.231058 2.81 -1.29 1.23 -0.163
C 1.423988 -0.036157 -1.030993 -0.69 -0.82 0.82 -0.082
C 1.005020 -1.274479 -1.219661 -1.44 0.64 -2.77 -0.022
N 0.046758 -1.555964 -2.418692 0.01 4.53 0.68 0.182
N 0.626177 1.772474 1.720463 -2.24 -1.41 -2.40 0.028
H 2.654305 3.473740 1.852513 -0.25 -0.02 0.12 0.134
H 1.317335 2.278853 -0.174499 0.66 -0.60 1.46 0.168
H 3.224119 0.301860 -0.079748 -1.40 0.52 0.87 0.158
H 2.051578 -0.358481 1.159084 -0.15 0.50 -2.10 0.138
H 1.260798 0.784110 -1.726588 -0.14 -0.33 0.00 0.104
H 1.041552 -2.122205 -0.605247 0.39 -0.64 0.85 0.075
H -0.039877 -2.433852 -2.820782 0.95 -2.34 -0.95 0.118
H -0.919288 -1.447506 -2.032319 0.02 0.41 0.01 0.087
H 0.138295 -0.754211 -3.190990 0.01 -1.73 1.56 0.156
H -0.138404 1.250357 1.144180 1.13 0.92 2.43 0.104
H 0.782358 1.344147 2.634594 0.10 -0.30 -0.55 0.093
H 0.558611 -1.474731 2.444661 0.88 -1.77 0.36 0.041
H 1.967928 -1.775710 2.926241 0.55 -0.22 0.28 0.033
O 1.208117 -2.244658 2.583803 -1.69 1.93 -0.58 -0.077
H 1.520732 1.030228 -3.920317 0.55 0.61 -0.31 0.073
H 0.095421 1.351207 -4.371620 -3.72 4.92 -2.77 -0.011
O 0.622404 0.752755 -4.029752 3.14 -5.61 2.91 0.048
H -1.971343 3.305874 0.926306 -1.02 -0.39 -0.37 0.093
H -1.482874 2.659538 2.030817 2.40 -0.57 2.51 -0.008
O -2.227459 2.560542 1.504824 -1.42 1.07 -2.12 -0.022
H -3.010126 1.115734 0.935350 -0.30 -0.25 -0.21 0.025
H -4.400836 0.598316 0.390905 1.59 -0.32 0.14 0.119
O -3.433248 0.356867 0.458742 -1.65 1.03 0.88 -0.112
H -2.348101 -1.054107 1.549410 -1.37 0.58 0.38 0.014
H -1.264588 -1.646420 0.792045 0.41 -0.61 -0.80 -0.020
O -1.435017 -1.266690 1.644613 0.92 0.40 0.59 -0.037
H -0.662772 -4.087312 -0.062716 -0.38 -1.08 -0.28 0.053
H -0.237823 -3.242232 1.181151 -0.35 0.12 -2.97 0.121
O -0.436859 -3.196121 0.149862 0.72 0.19 3.26 -0.095
H -2.269153 -0.093943 -0.821673 -0.55 -1.40 -2.76 0.088
H -3.358013 -0.942072 -1.126094 0.41 -0.45 -1.16 0.056
O -2.549014 -0.712201 -1.638300 0.59 1.42 3.07 -0.134
```
Positions in Å, forces in eV/Å.

Summary:
Frontier orbital gap in eV: 9.91
Maximum force in eV Å⁻¹: 7.05
HOMO in eV: -12.5574
Total charge: +1
Relative energy (zero: lowest compared OMol25 entry of this formula, charge and spin) in kcal per mole: 95.1